A cluster of 2 separate species, Cl2HOP in total, computed with wB97M-V/def2-TZVPD.

Results
Strongest force on any atom: 2.1 eV/A
Energy relative to the best compared isomer or geometry (same formula, charge and spin): 71.6 kcal/mol
Kohn-Sham gap (spin up / spin down): 8.013 / 6.928 eV

Each line ends with the Mulliken charge.
Geometry (Å):
1 O 1.60 -0.51 0.06  -0.3746
2 P 0.20 -0.20 0.20  0.5829
3 Cl -0.59 2.69 -0.57  -0.2776
4 Cl -0.83 -1.39 -1.10  -0.1131
5 H -0.38 -0.60 1.41  0.1824


An isolated molecule of C3H5P3, computed with wB97M-V/def2-TZVPD.

Results
Strongest force on any atom: 3.8 eV/A
Energy relative to the best compared isomer or geometry (same formula, charge and spin): 31.0 kcal/mol
Kohn-Sham gap: 7.847 eV

Each line ends with the Mulliken charge.
Geometry (Å):
1 C -0.11 -0.29 -0.03  0.4100
2 C 1.24 0.80 -0.23  -0.4717
3 C -1.47 0.26 0.11  -1.1027
4 P 2.60 0.61 0.98  -0.0107
5 P 2.71 -0.01 -0.94  -0.0616
6 P 0.43 -1.88 0.03  -0.1128
7 H 0.89 1.78 -0.55  0.4423
8 H -1.61 0.64 1.13  0.2677
9 H -2.21 -0.52 -0.07  0.3647
10 H -1.63 1.08 -0.59  0.3022
11 H -0.84 -2.47 0.17  -0.0276


A structure of composition H10LiO5, computed with wB97M-V/def2-TZVPD.

Results
Strongest force on any atom: 7.4 eV/A
Total charge: +1
Energy relative to the best compared isomer or geometry (same formula, charge and spin): 35.5 kcal/mol
Kohn-Sham gap: 11.510 eV

Each line ends with the Mulliken charge.
Geometry (Å):
1 Li 0.48 0.19 -0.21  0.9760
2 O 2.10 1.34 -0.32  -0.5536
3 H 2.56 2.25 -0.56  0.3176
4 H 2.89 1.02 -0.16  0.2630
5 O -1.18 1.36 -0.75  -0.5688
6 H -1.95 1.04 -0.36  0.3278
7 H -1.48 1.78 -1.53  0.2715
8 O -2.47 -0.69 0.51  -0.6370
9 H -1.71 -0.70 1.10  0.3576
10 H -2.34 -1.40 0.00  0.2859
11 O 0.72 -1.62 -0.97  -0.6310
12 H 1.52 -1.93 -1.50  0.3293
13 H 0.11 -2.12 -1.46  0.2824
14 O 0.04 -0.22 1.84  -0.7077
15 H 0.63 -0.98 2.18  0.3431
16 H 0.07 0.69 2.19  0.3440